{
  "formula": "C60H93ClN14O5",
  "method": "ωB97M-V/def2-TZVPD",
  "elements": ["C", "C", "N", "C", "C", "C", "C", "C", "O", "C", "H", "H", "H", "H", "H", "H", "H", "H", "H", "H", "H", "H", "H", "H", "H", "H", "H", "H", "H", "H", "Cl", "O", "O", "O", "O", "C", "C", "C", "C", "N", "H", "H", "H", "H", "H", "H", "H", "C", "C", "C", "C", "N", "H", "H", "H", "H", "H", "H", "H", "C", "C", "C", "C", "N", "H", "H", "H", "H", "H", "H", "H", "C", "C", "C", "C", "N", "H", "H", "H", "H", "H", "H", "H", "N", "C", "C", "C", "C", "H", "H", "H", "H", "H", "N", "C", "C", "C", "C", "H", "H", "H", "H", "H", "N", "C", "C", "C", "C", "H", "H", "H", "H", "H", "N", "C", "C", "C", "C", "H", "H", "H", "H", "H", "N", "C", "C", "C", "C", "H", "H", "H", "H", "H", "N", "C", "C", "C", "C", "H", "H", "H", "H", "H", "N", "C", "C", "C", "C", "H", "H", "H", "H", "H", "N", "C", "C", "C", "C", "H", "H", "H", "H", "H", "N", "C", "C", "C", "C", "H", "H", "H", "H", "H"],
  "xyz": [[1.87561, 0.53745, -2.03831], [1.09933, 1.10656, -0.87852], [-0.33017, 0.64163, -0.80446], [-0.85148, 1.32504, 0.38869], [-1.02167, 1.15706, -2.03597], [-2.45737, 0.74442, -2.12945], [-0.45866, -0.83519, -0.67007], [0.58187, -1.43484, 0.25606], [0.48814, -0.92656, 1.54480], [1.36553, -1.49341, 2.48404], [2.92104, 0.82259, -1.88139], [1.62478, 1.05549, -2.97404], [1.79592, -0.53139, -2.21224], [1.02914, 2.19018, -0.93637], [1.57454, 0.81697, 0.05637], [-1.89078, 1.06709, 0.58313], [-0.80529, 2.40064, 0.24273], [-0.24933, 1.14612, 1.26721], [-0.45077, 0.85193, -2.91457], [-0.82379, 2.23371, -2.06370], [-2.59448, -0.34341, -2.11117], [-2.88391, 1.15927, -3.04207], [-3.19305, 0.98786, -1.35637], [-0.25826, -1.25347, -1.65398], [-1.49922, -1.01638, -0.42159], [1.60414, -1.25773, -0.09484], [0.37085, -2.51395, 0.22201], [1.06954, -1.14222, 3.47072], [2.41494, -1.25360, 2.32103], [1.24482, -2.59150, 2.45588], [4.90906, 0.45752, 0.73178], [3.61608, 0.04470, 1.26159], [5.89962, 0.52668, 1.76201], [5.29848, -0.49826, -0.28007], [4.72657, 1.78032, 0.14528], [0.26497, 0.81329, 5.97262], [-0.54350, 0.52151, 7.21442], [0.22322, 0.24059, 8.52197], [1.03683, 1.36784, 9.00588], [1.61713, 2.25868, 9.47752], [1.04557, 0.05268, 5.82246], [0.90036, 1.69913, 6.07598], [-0.36144, 0.82053, 5.08657], [-1.04251, -0.42834, 6.99583], [-1.31672, 1.26764, 7.39566], [0.88337, -0.60468, 8.33746], [-0.53653, 0.07818, 9.28317], [2.97248, -7.25530, 3.06169], [3.11224, -5.74746, 3.13007], [2.09020, -5.11694, 4.06597], [0.69380, -5.23704, 3.62939], [-0.37843, -5.35026, 3.27374], [3.29984, -7.72697, 3.99780], [3.55291, -7.70204, 2.26167], [1.92389, -7.56245, 3.03320], [3.03355, -5.30882, 2.13804], [4.08904, -5.46948, 3.52912], [2.17920, -4.03131, 4.22810], [2.20297, -5.49355, 5.08805], [-5.40483, 2.18029, -4.01501], [-6.10047, 1.92769, -5.35769], [-5.30014, 0.99394, -6.24848], [-5.00643, -0.32281, -5.69551], [-4.79168, -1.35641, -5.28046], [-6.09991, 2.79289, -3.43345], [-4.47524, 2.73667, -4.10777], [-5.31023, 1.24732, -3.45993], [-6.22140, 2.88471, -5.87125], [-7.11539, 1.58944, -5.14900], [-4.34837, 1.46775, -6.52255], [-5.75444, 0.85909, -7.23710], [2.31896, -0.99468, -5.86723], [3.41065, -1.64588, -5.06453], [3.12283, -3.03246, -4.48582], [2.06015, -2.97790, -3.48175], [1.20897, -2.92543, -2.72554], [1.41850, -0.75549, -5.29541], [1.99747, -1.51153, -6.77535], [2.68197, -0.03601, -6.25417], [3.67655, -1.00522, -4.21963], [4.32264, -1.71580, -5.65908], [4.01526, -3.36359, -3.94967], [2.86790, -3.77427, -5.24090], [-1.32465, 4.24324, -6.34932], [0.01017, 3.88673, -6.28591], [0.05658, 2.64493, -5.71746], [-1.27177, 2.18097, -5.50626], [-2.09148, 3.25051, -5.83097], [-1.61108, 5.09005, -6.80139], [0.73246, 4.61636, -6.60552], [0.95738, 2.08019, -5.52209], [-1.59270, 1.21356, -5.16400], [-3.16444, 3.29138, -5.77652], [3.67800, 5.83762, -2.03358], [3.12347, 6.12595, -3.25389], [3.02911, 4.96546, -3.96694], [3.53994, 3.90962, -3.14538], [3.91777, 4.49349, -1.97429], [3.95386, 6.52610, -1.36623], [2.95753, 7.14341, -3.56462], [2.74940, 4.93081, -5.00662], [3.57287, 2.85529, -3.34853], [4.34672, 4.09224, -1.06644], [-1.25378, -4.32941, -1.02586], [-1.93973, -3.50176, -1.87948], [-3.12745, -3.15979, -1.28687], [-3.15241, -3.77267, -0.01654], [-2.00706, -4.50184, 0.11581], [-0.26706, -4.52108, -1.07162], [-1.48507, -3.15636, -2.79126], [-3.91996, -2.57389, -1.72483], [-3.97426, -3.74568, 0.68180], [-1.64156, -5.13699, 0.90506], [2.56877, -6.22458, -1.43817], [2.01832, -7.42457, -1.77730], [1.03750, -7.69849, -0.86025], [1.06565, -6.66321, 0.11469], [1.92495, -5.71313, -0.34377], [3.28896, -5.75299, -1.94458], [2.30850, -7.97868, -2.65088], [0.33132, -8.50845, -0.87958], [0.37200, -6.66706, 0.93998], [2.26368, -4.74694, -0.00068], [1.60553, 5.16878, 1.77096], [2.29489, 4.00065, 1.58682], [1.52551, 3.00494, 2.12896], [0.37828, 3.60301, 2.70659], [0.45754, 4.96614, 2.46573], [1.94133, 6.03202, 1.38790], [3.17704, 3.94932, 0.97352], [1.76635, 1.95204, 2.12286], [-0.44249, 3.13932, 3.22837], [-0.21505, 5.76889, 2.70612], [4.05341, 1.00097, 5.81816], [4.23708, -0.14057, 5.07813], [4.21684, -1.18292, 5.97322], [4.04105, -0.65310, 7.27398], [3.93391, 0.71883, 7.14841], [4.00477, 1.91978, 5.41977], [4.30123, -0.02597, 4.01472], [4.27056, -2.23383, 5.72682], [4.07581, -1.21863, 8.19002], [3.79874, 1.49598, 7.87825], [-2.89775, -2.60864, 4.19989], [-3.36208, -1.61196, 5.00977], [-2.96479, -0.40412, 4.47034], [-2.29904, -0.72870, 3.25590], [-2.23511, -2.08098, 3.11378], [-3.03792, -3.57930, 4.39712], [-3.82044, -1.79264, 5.96824], [-3.09919, 0.58388, 4.87419], [-1.86691, 0.07540, 2.67881], [-1.75029, -2.74475, 2.42063], [-0.87729, 4.87268, -3.09048], [-2.21487, 4.78140, -2.82642], [-2.44845, 4.78049, -1.48763], [-1.15147, 4.70154, -0.86265], [-0.25073, 4.78860, -1.88139], [-0.39981, 4.99554, -3.96104], [-2.94378, 4.88001, -3.61863], [-3.40520, 4.71451, -0.99804], [-0.93859, 4.57782, 0.18587], [0.82734, 4.85980, -1.81041], [-5.79231, 2.39096, 0.52597], [-6.45489, 1.62755, -0.40418], [-5.98762, 0.34147, -0.25014], [-4.92474, 0.36828, 0.69139], [-4.85939, 1.64671, 1.19064], [-5.96717, 3.35614, 0.72466], [-7.19114, 2.03473, -1.07068], [-6.35808, -0.56646, -0.69841], [-4.41104, -0.51218, 1.04650], [-4.17754, 2.07725, 1.90417]],
  "atomic_forces_ev_per_a": [[0.4984, 0.9538, -0.8467], [0.3305, -0.5746, -0.0643], [0.6212, 0.8357, -0.0956], [-0.9590, 0.9968, 0.7053], [0.2566, 0.4584, 0.0528], [-1.2398, -0.6327, -0.0906], [0.6254, 0.1758, -0.2949], [0.0169, -0.4865, -0.1022], [-0.6422, 0.6758, 0.4283], [0.0577, -0.9652, 0.2911], [0.0147, -0.3566, 0.2197], [-0.1602, -0.1734, 0.0559], [0.0020, -0.0344, 0.2914], [0.2141, 0.0738, 0.0523], [-0.0060, 0.1951, 0.0491], [0.0107, -0.2504, -0.1430], [-0.0355, 0.0015, -0.3654], [0.0936, -0.5545, -0.1306], [-0.1640, -0.6978, 0.1873], [-0.5831, 0.0700, 0.4240], [0.3732, 0.0070, -0.6797], [0.0993, -0.2031, -0.1308], [0.6318, 0.8389, 0.3608], [-0.1535, -0.0927, -0.0398], [0.0920, -0.3638, 0.3638], [-0.0653, -0.2373, -0.3449], [0.1916, -0.0428, 0.1591], [-0.1008, 0.0570, -0.0166], [-0.0913, 0.1079, -0.2193], [0.0283, 0.1200, 0.1267], [-0.3084, 0.4117, -0.7960], [0.0667, 0.0288, 0.2933], [-0.1134, -0.1286, 0.2766], [0.0159, 0.2637, 0.0337], [0.1019, -0.3101, -0.0837], [1.4463, -0.0082, 0.3365], [-0.2240, -0.7123, -0.0580], [0.0658, 0.8718, -0.7314], [0.6490, 1.2260, 0.7689], [-0.7990, -1.3233, -0.8573], [-0.3472, -0.2740, 0.0145], [-0.5329, 0.3704, -0.1889], [-0.0179, 0.2678, -0.0794], [-0.3520, 0.1461, 0.1695], [0.0155, 0.1016, -0.0559], [-0.0314, -0.1814, 0.3928], [0.2308, -0.4957, 0.2157], [-0.2056, -0.4442, 0.9754], [0.1432, 0.2655, 0.0978], [-0.5271, 0.9206, 0.6379], [1.7844, -0.4312, 0.6059], [-1.7107, -0.0477, -0.5786], [0.2841, 0.2242, -0.0633], [-0.1597, 0.0026, -0.2145], [0.0119, 0.0777, -0.6389], [-0.0523, 0.0413, -0.0342], [0.0851, -0.0365, -0.1481], [0.5710, -0.1311, -0.4023], [-0.2398, -0.3623, -0.1691], [-1.1754, 0.1685, -0.0334], [0.2652, 0.4220, 0.5080], [0.2465, 0.2545, -1.0477], [-0.4710, 1.5675, -0.5585], [0.3936, -1.5989, 0.7261], [0.2540, 0.0903, 0.1532], [0.2024, -0.2491, 0.0664], [0.4127, 0.0353, 0.0098], [0.0664, -0.0724, -0.1570], [0.0584, -0.3798, -0.2056], [0.0446, -0.0887, 0.3519], [-0.2853, -0.1542, 0.2490], [-0.4840, 0.8242, -0.6543], [0.4635, -0.0123, 0.2181], [0.1355, 0.1533, 0.3843], [0.5059, -0.2045, -0.9639], [-0.7117, 0.0172, 0.7967], [0.0611, -0.2104, 0.1594], [0.1250, -0.4390, 0.2391], [0.0433, -0.0015, 0.1957], [-0.0385, 0.0752, -0.0347], [-0.0374, -0.1007, -0.0830], [0.0399, -0.1487, -0.1564], [-0.0494, 0.0009, -0.0471], [0.7541, 0.1893, 0.1541], [-0.9031, 0.2961, 0.2726], [0.5813, -0.7461, -0.2822], [-0.0645, 1.3469, 0.0339], [-0.1401, -1.2112, -0.3657], [-0.4181, 0.0555, 0.1331], [0.3029, -0.2512, -0.0167], [-0.0223, 0.0712, -0.0355], [-0.0037, -0.0152, 0.1985], [-0.0468, 0.2656, -0.1614], [-0.4387, -0.1905, -0.7692], [0.3256, 0.3430, -0.0920], [0.1794, -0.1292, -0.1171], [-0.4345, 0.3942, -0.1106], [0.4452, -0.0164, 1.0951], [0.0740, 0.0398, 0.2775], [-0.1287, 0.0164, 0.0559], [-0.1945, -0.1964, 0.0226], [0.1049, -0.0604, -0.1174], [-0.0107, -0.3036, -0.2296], [-0.6228, 0.4769, 0.2816], [0.2998, 0.1302, 0.0624], [-0.0073, 0.1341, -0.3802], [-0.4994, -0.3863, 0.2724], [0.6881, -0.0749, -0.1014], [0.0261, -0.2924, -0.2442], [-0.0630, -0.1459, -0.1215], [0.0691, 0.0662, -0.0669], [0.0719, 0.0030, 0.0615], [-0.0578, 0.0710, 0.1239], [-0.3242, -0.0286, -0.3401], [-0.4377, -0.2206, -0.0236], [0.4221, -0.0700, 0.1353], [-1.3108, -0.2604, -0.4592], [1.2264, 0.3637, 0.3183], [0.1312, 0.1057, -0.0941], [0.1547, 0.0633, -0.0847], [0.1621, -0.2474, 0.0295], [0.1932, 0.4770, 0.1683], [-0.2371, -0.0612, 0.3255], [0.8354, 0.4237, -0.3436], [-0.7653, -0.1807, -0.3042], [0.1589, -0.4508, 0.2959], [-0.2244, 0.8458, -0.0680], [-0.1014, -0.8486, 0.0188], [-0.2129, 0.2347, 0.1671], [0.1546, -0.0351, 0.1750], [0.1341, 0.0356, 0.0481], [0.0766, -0.1860, 0.0657], [0.0070, 0.0703, 0.0540], [0.0073, 0.0638, -0.0555], [-0.4425, 0.5519, 0.6854], [-0.0588, -0.4135, -0.4533], [0.0275, 0.4540, 0.0908], [0.1439, -0.5634, -0.1507], [0.0156, 0.0871, -0.0267], [0.1687, -0.3968, -0.3143], [0.1839, 0.0953, -0.0349], [-0.1629, 0.0643, 0.0791], [0.0033, 0.0254, 0.0630], [-0.1697, 0.2121, 0.1062], [0.4581, 0.7883, 0.2756], [-0.3000, -1.1562, -0.2320], [0.3673, 1.4602, 0.2109], [-0.2542, -0.4147, 0.5758], [0.1322, -0.2421, -0.1689], [-0.1537, -0.2605, -0.1346], [-0.1615, -0.0005, 0.0719], [0.1914, -0.5198, -0.4176], [-0.0522, 0.1395, -0.2255], [-0.3303, -0.4005, 1.3874], [-1.1029, 1.0237, -1.2987], [0.8482, -0.9350, 0.6102], [-0.9009, 0.2625, -0.4468], [1.5910, 0.2643, 0.3376], [-0.0916, -0.1862, -0.3123], [0.1305, -0.1156, -0.0059], [-0.0662, 0.0160, -0.0811], [0.1213, 0.2045, 0.0359], [-0.0391, -0.1494, -0.1385], [0.2229, 0.3420, -0.2682], [0.1572, -0.5697, 0.6964], [0.2493, 0.0436, -0.3125], [-0.6107, -0.1565, 0.4743], [0.2349, -0.4042, -0.3733], [-0.0223, 0.1692, -0.1603], [-0.1921, 0.0928, 0.1269], [-0.0020, 0.1779, -0.3559], [0.2382, 0.1710, 0.0614], [-0.1601, 0.0815, 0.1226]],
  "lowdin_charge": [-0.047, -0.153, -0.238, -0.004, -0.153, -0.040, -0.081, -0.203, -0.204, -0.076, 0.084, 0.066, 0.048, 0.126, 0.098, 0.093, 0.080, 0.079, 0.110, 0.112, 0.072, 0.057, 0.070, 0.095, 0.124, 0.119, 0.118, 0.086, 0.060, 0.077, 0.649, -0.410, -0.341, -0.367, -0.393, -0.104, -0.264, -0.178, -0.230, 0.134, 0.069, 0.074, 0.049, 0.099, 0.110, 0.113, 0.115, -0.106, -0.246, -0.185, -0.230, 0.166, 0.077, 0.075, 0.068, 0.083, 0.113, 0.109, 0.126, -0.104, -0.248, -0.195, -0.239, 0.155, 0.070, 0.045, 0.065, 0.109, 0.112, 0.099, 0.123, -0.111, -0.255, -0.166, -0.187, 0.208, 0.065, 0.080, 0.074, 0.111, 0.114, 0.122, 0.125, 0.013, -0.139, -0.107, -0.085, -0.160, 0.148, 0.105, 0.084, 0.090, 0.086, 0.018, -0.156, -0.121, -0.091, -0.138, 0.140, 0.105, 0.077, 0.084, 0.096, 0.034, -0.165, -0.126, -0.122, -0.143, 0.090, 0.091, 0.089, 0.094, 0.076, 0.014, -0.132, -0.093, -0.121, -0.167, 0.135, 0.104, 0.094, 0.078, 0.108, 0.006, -0.106, -0.110, -0.114, -0.149, 0.141, 0.091, 0.088, 0.089, 0.107, 0.012, -0.112, -0.124, -0.124, -0.147, 0.145, 0.091, 0.080, 0.086, 0.089, 0.022, -0.142, -0.114, -0.130, -0.118, 0.138, 0.104, 0.090, 0.073, 0.088, 0.057, -0.169, -0.086, -0.104, -0.156, 0.116, 0.097, 0.087, 0.072, 0.101, 0.006, -0.136, -0.111, -0.122, -0.140, 0.139, 0.099, 0.093, 0.087, 0.106],
  "max_force_ev_per_a": 1.99,
  "homo_energy_ev": -7.7,
  "charge": 0,
  "gap_ev": 7.8
}